# C4H9NOS

A 3-piece molecular cluster, C4H9NOS overall (ωB97M-V with the def2-TZVPD basis set, the Open Molecules 2025 dataset).

Cartesian coordinates (Å):
C  -0.162  -0.158  1.848
C  0.803  -0.877  1.239
S  3.227  0.765  -0.667
C  -1.643  -0.523  -0.391
N  -0.934  -0.162  -1.596
C  0.179  0.683  -1.207
O  -2.613  0.006  -0.001
H  -0.061  0.975  1.859
H  -0.957  -0.419  2.524
H  1.081  -1.889  1.448
H  1.682  -0.308  0.720
H  -0.694  -1.183  0.088
H  -1.549  0.266  -2.324
H  1.119  0.252  -0.795
H  0.638  1.052  -2.217
H  -0.116  1.520  -0.528

Output
Net charge = 0
Energy above the lowest of the compared OMol25 structures with the same formula, charge and spin = 8.4452 eV
LUMO level = -3.7190 eV